The following is a quantum chemistry calculation of a 4-piece molecular cluster, C27H51F2N2O3Si overall, from the OMol25 dataset.

XYZ file:
```
86
Properties=species:S:1:pos:R:3:forces:R:3:mulliken_charge:R:1
C 5.24645 -2.99475 2.57479 -0.3737 -0.4581 0.1774 -1.27
C 4.23842 -3.38365 1.48599 0.0839 0.1891 -0.1757 -0.43
C 4.26197 -2.46521 0.24061 -0.0168 -0.1677 0.6161 -0.64
C 2.84302 -2.14275 -0.21854 0.4336 -0.1984 -0.3285 -0.13
N 2.67951 -0.96222 -1.07828 -0.5096 -0.3411 0.1226 -0.52
N 3.27746 0.21854 -0.55737 0.3546 -0.0256 -0.7489 -0.03
C 2.71738 0.69458 0.76691 -0.6017 0.7016 0.2415 0.41
F 3.42586 0.09871 1.71311 0.2216 -0.4708 0.1802 -0.27
F 3.10928 1.98873 0.76083 0.1268 0.2315 -0.0520 -0.37
C 1.21181 0.56916 0.91454 -0.1728 -0.2481 0.3960 -0.70
C 0.76693 -0.13256 2.19766 -0.5329 0.0725 -0.1792 -0.29
Si -1.11118 -0.01360 2.51687 -0.3306 -0.2038 0.6038 0.13
C -1.78219 1.73137 2.40112 0.3017 -0.2065 -0.1773 -1.08
C -1.34504 -0.63441 4.28171 0.4871 0.0015 -0.7037 -1.24
C -2.00733 -1.22477 1.39513 -0.0663 0.2114 -0.0256 0.69
C -1.39299 -1.89297 0.33019 -0.4500 -0.2185 -0.0674 0.17
C -2.09856 -2.80547 -0.45301 -0.4139 0.0789 0.4135 -0.60
C -3.43871 -3.06270 -0.16255 0.1072 0.2649 0.2698 -0.47
C -4.07206 -2.39920 0.88668 0.4424 0.2509 0.1290 -0.84
C -3.36347 -1.48457 1.66531 0.4802 -0.2680 -0.6259 -0.70
H 4.79536 -3.16587 3.54883 0.0190 -0.0178 0.1458 0.34
H 6.12953 -3.62286 2.54741 0.3008 0.1675 -0.1428 0.33
H 5.51440 -1.94324 2.54178 0.1530 0.1079 -0.1007 0.33
H 3.24455 -3.37677 1.92776 -0.2011 0.1084 -0.0427 0.25
H 4.39895 -4.40571 1.15673 0.0472 -0.1762 0.0832 0.47
H 4.81782 -1.57407 0.53407 -0.0370 0.1825 -0.0851 0.28
H 4.82841 -2.94381 -0.55277 0.0444 0.0545 -0.2383 0.44
H 2.48646 -2.97262 -0.82184 -0.2418 -0.0280 -0.1000 0.66
H 2.15405 -2.06414 0.61582 0.0015 0.1734 0.1823 -0.44
H 2.98895 -1.11535 -2.02874 0.2625 0.1852 -0.0255 0.37
H 4.30479 0.17322 -0.46713 -0.0568 -0.1154 0.2221 0.46
H 3.08608 0.97834 -1.21603 -0.1044 -0.0149 -0.0210 0.46
H 0.81395 1.57964 0.91542 0.1254 0.2499 -0.0904 0.53
H 0.77437 0.06133 0.05995 0.1641 -0.0089 -0.2254 0.18
H 1.24577 0.27814 3.08175 0.1966 0.1170 0.0640 0.68
H 0.97455 -1.20168 2.17306 0.1892 -0.0959 0.0170 -0.02
H -1.64196 2.25159 3.34242 0.0302 0.0467 0.1798 0.22
H -1.27976 2.34259 1.65341 -0.0736 0.0648 -0.1775 0.35
H -2.84438 1.70706 2.16927 -0.1179 -0.0105 -0.0617 0.49
H -2.36916 -0.50172 4.61176 -0.1095 0.0154 0.1886 0.36
H -1.09241 -1.69306 4.29281 -0.1123 -0.1705 0.1425 0.34
H -0.64860 -0.12758 4.94711 -0.1306 0.1507 0.2089 0.39
H -0.35122 -1.71028 0.09442 0.0871 -0.0039 0.0051 0.08
H -1.63300 -3.31357 -1.28218 0.1087 -0.0134 -0.0992 0.38
H -4.01040 -3.77360 -0.73779 0.0635 -0.0653 -0.1992 0.43
H -5.11098 -2.58370 1.11002 -0.1305 -0.1082 -0.0371 0.42
H -3.85200 -0.97256 2.48167 -0.1344 0.0246 0.0879 0.34
C -5.17152 -0.20583 -3.77439 -0.0711 -0.0138 0.1242 -0.65
C -4.04455 0.70624 -3.30192 0.0858 0.0817 -0.1166 -0.41
C -3.16985 -0.26427 -2.52171 -0.1452 -0.0953 0.1431 -0.06
O -3.31894 -1.54265 -3.14882 -0.0485 0.1526 0.0424 -0.33
C -4.42169 -1.49607 -4.06526 0.0822 -0.0449 -0.1505 -0.45
H -5.70774 0.17277 -4.64239 0.0241 0.0049 -0.0191 0.39
H -5.89211 -0.36078 -2.96783 -0.0027 -0.0063 -0.0153 0.27
H -3.49682 1.09871 -4.16148 0.0053 -0.0301 -0.0105 0.10
H -4.38407 1.54596 -2.69675 -0.0160 -0.0250 0.0265 0.41
H -3.49644 -0.35127 -1.47876 0.0480 0.0500 0.0168 0.16
H -2.11401 0.02043 -2.52941 0.0275 -0.0514 0.0074 0.10
H -4.02461 -1.50097 -5.08554 -0.0421 0.0169 -0.0143 0.20
H -5.03624 -2.38603 -3.92637 0.0475 -0.0292 0.0357 0.29
C 0.45008 -0.63813 -5.55000 0.0040 0.0471 -0.1556 -0.49
C 0.51158 0.88828 -5.55434 0.0365 -0.0053 0.1081 -0.48
C -0.73644 1.24528 -6.35164 -0.0223 -0.0531 -0.0952 -0.43
O -1.68828 0.21341 -6.08904 0.0538 -0.0017 0.0402 -0.42
C -1.04824 -0.88418 -5.42995 0.0185 0.0648 0.0378 0.07
H 1.01668 -1.10103 -4.74137 -0.0134 -0.0133 0.0249 0.21
H 0.82642 -1.03020 -6.49713 0.0106 -0.0050 0.0182 0.28
H 0.42625 1.27047 -4.53253 -0.0221 0.0138 -0.0057 0.19
H 1.42221 1.29215 -5.99529 -0.0078 -0.0014 -0.0262 0.37
H -0.52734 1.26484 -7.42590 0.0408 0.0412 0.0109 0.27
H -1.16319 2.20738 -6.06576 -0.0386 -0.0155 -0.0039 0.29
H -1.37059 -0.89516 -4.38839 0.0192 -0.1239 0.0483 -0.16
H -1.36357 -1.81772 -5.89645 -0.0505 0.0259 -0.0269 0.30
C 1.32355 4.62181 5.68594 -0.0003 -0.1200 0.0212 -0.60
C 2.33559 4.49527 4.55096 0.0242 0.0964 -0.0185 -0.59
C 1.57550 3.62530 3.56024 -0.0408 -0.0742 0.0349 0.12
O 0.19199 3.92785 3.72483 0.1140 0.0105 0.0966 -0.36
C 0.01212 4.70447 4.91939 -0.0437 0.1147 -0.0361 -0.46
H 1.49053 5.48470 6.32719 0.0020 0.0176 -0.0127 0.37
H 1.34279 3.72500 6.30930 -0.0052 0.0115 0.0046 0.25
H 2.53495 5.47618 4.11492 0.0027 -0.0114 -0.0095 0.29
H 3.28581 4.05882 4.85506 -0.0114 -0.0143 0.0107 0.35
H 1.73047 2.55934 3.77648 0.0601 -0.0091 -0.0084 -0.09
H 1.85960 3.81635 2.52451 -0.0142 0.0045 -0.0585 0.16
H -0.21538 5.73484 4.63125 -0.0066 0.0066 0.0313 0.29
H -0.83521 4.30642 5.47771 -0.0182 -0.0318 -0.0463 0.28
```
Forces are in eV/Å.

Computed properties:
Net charge   +1
Maximum force   0.01858 Eh/bohr
Kohn-Sham gap   7.941 eV
HOMO level   -0.4068 Ha

=====

The following is a quantum chemistry calculation of C27H51IrN2O2SSbSi3 as an isolated structure, from the OMol25 dataset.

XYZ file:
```
88
Properties=species:S:1:pos:R:3:forces:R:3:mulliken_charge:R:1
Ir 0.16750 0.00242 -0.05125 -0.0366 0.3045 -0.1169 0.70
C -4.30359 -0.05360 2.28084 0.0143 -0.0031 0.0112 -1.49
Sb -2.40311 0.93709 2.15354 0.0583 0.0573 -0.0166 0.07
C -1.30227 -0.66953 1.26025 0.0495 -0.1869 -0.0060 0.67
C -1.89867 -1.53272 0.21298 0.0729 0.0628 0.0213 -0.14
C -2.91003 -2.47989 0.16177 0.0116 0.0215 0.0128 -0.90
C -3.07001 -3.18523 -1.02028 0.0018 -0.0017 -0.0265 -0.57
C -2.23160 -2.94769 -2.10571 -0.0088 -0.0168 0.0078 -0.93
C -1.22871 -2.00561 -1.98389 -0.0101 -0.0271 0.0725 -0.55
N -1.09756 -1.32795 -0.84561 -0.0179 -0.0170 -0.1636 0.18
Si -0.57236 -1.77149 2.65334 0.0232 0.0570 0.0315 0.66
C -0.10841 -3.45338 1.99818 -0.0111 -0.0207 0.0027 -0.93
C 0.84800 -0.87192 3.46649 0.0356 -0.0422 0.0395 -0.68
C -1.88391 -2.03881 3.97507 0.0016 -0.0187 0.0153 -1.30
C -2.86693 2.41490 0.55631 0.0081 0.0355 -0.0054 3.12
C -1.70978 2.73768 -0.34134 -0.0746 -0.0852 0.0488 -2.56
C -1.58015 4.04717 -0.84177 0.0227 0.0436 -0.0461 -0.51
C -0.66286 4.38253 -1.80565 0.0066 -0.0305 0.0070 -1.18
C 0.14415 3.37753 -2.32842 -0.0283 0.0006 0.0210 -1.09
C 0.00820 2.12628 -1.78650 -0.0091 -0.0014 -0.0034 -0.33
N -0.84049 1.79832 -0.78293 0.1336 -0.0318 -0.0094 0.97
Si -3.38218 3.91499 1.67296 0.0147 0.0203 -0.0005 0.26
C -4.34378 5.30538 0.84407 -0.0053 -0.0046 -0.0103 -1.22
C -4.50914 3.37393 3.07307 0.0086 -0.0140 0.0095 -1.28
C -1.82576 4.63449 2.44423 0.0034 -0.0153 -0.0273 -1.02
Si -4.29915 2.00811 -0.67411 -0.0088 0.0071 0.0004 0.19
C -4.05995 0.36717 -1.53251 0.0136 0.0001 0.0070 -0.78
C -4.31727 3.28239 -2.05288 0.0085 0.0025 -0.0062 -1.30
C -5.99491 2.03771 0.12026 -0.0025 0.0111 0.0044 -1.12
H -4.17788 -0.90808 2.94300 0.0046 -0.0010 0.0010 0.43
H -4.65331 -0.39631 1.30960 0.0135 -0.0069 0.0009 0.38
H -5.03853 0.61614 2.71983 0.0007 -0.0046 0.0080 0.48
H -3.53617 -2.66745 1.02308 -0.0013 0.0048 0.0025 0.51
H -3.84657 -3.93490 -1.09806 -0.0004 0.0003 -0.0008 0.50
H -2.34078 -3.50012 -3.02719 -0.0045 -0.0005 0.0005 0.51
H -0.51816 -1.79503 -2.77097 -0.0048 0.0034 -0.0065 0.54
H 0.48549 -3.37429 1.08935 -0.0116 0.0018 -0.0186 0.17
H -0.99826 -4.05463 1.79869 0.0058 -0.0055 -0.0057 0.35
H 0.48181 -3.98553 2.74921 -0.0130 0.0006 0.0093 0.48
H 1.59895 -0.55285 2.74539 -0.0193 0.0174 0.0065 -0.07
H 1.33060 -1.53775 4.18702 -0.0056 0.0117 0.0035 0.48
H 0.49207 -0.00048 4.02074 -0.0209 0.0121 -0.0003 0.28
H -2.75749 -2.57448 3.59691 -0.0002 -0.0045 0.0030 0.34
H -2.22166 -1.11617 4.45320 -0.0070 -0.0008 0.0027 0.31
H -1.44611 -2.66190 4.76008 -0.0076 -0.0002 0.0018 0.42
H -2.24699 4.80881 -0.47469 -0.0064 -0.0034 0.0024 0.13
H -0.59656 5.40019 -2.16774 -0.0010 0.0004 -0.0011 0.52
H 0.85009 3.55110 -3.12734 0.0026 0.0059 0.0016 0.54
H 0.62789 1.31323 -2.15661 0.0079 0.0005 -0.0041 0.45
H -5.25956 4.95577 0.36682 0.0072 0.0129 0.0056 0.35
H -3.80020 5.90569 0.11466 0.0140 -0.0031 0.0020 0.44
H -4.64332 5.98425 1.64772 0.0022 -0.0015 0.0023 0.48
H -5.44447 2.93611 2.72391 0.0049 0.0026 -0.0049 0.38
H -4.76606 4.28255 3.62501 -0.0036 0.0010 -0.0033 0.49
H -4.05105 2.69280 3.79107 -0.0044 -0.0027 -0.0005 0.36
H -1.05973 4.87365 1.70388 0.0033 0.0073 0.0142 0.29
H -1.40313 3.93179 3.16607 0.0019 0.0041 0.0024 0.20
H -2.06787 5.55458 2.98093 -0.0140 -0.0097 0.0085 0.51
H -3.03440 0.23249 -1.88188 -0.0019 0.0055 0.0010 0.08
H -4.71091 0.35402 -2.41097 -0.0008 -0.0076 0.0009 0.62
H -4.32663 -0.48830 -0.91435 0.0145 -0.0123 0.0063 0.15
H -3.46868 3.16163 -2.72930 -0.0060 0.0017 -0.0043 0.32
H -4.33512 4.31676 -1.71025 -0.0030 -0.0069 -0.0125 0.33
H -5.22522 3.11713 -2.63947 -0.0005 -0.0054 -0.0005 0.44
H -6.12503 1.31614 0.92362 -0.0077 0.0038 -0.0019 0.36
H -6.70999 1.78084 -0.66664 -0.0012 0.0008 -0.0009 0.49
H -6.27574 3.02220 0.49501 -0.0010 -0.0092 0.0016 0.29
C 2.95644 3.49618 0.85665 0.0071 -0.0324 0.0081 -1.30
S 1.37550 2.74618 1.19111 -0.0440 0.1450 0.0306 0.90
C 1.42688 2.73641 2.97270 0.0316 -0.0052 -0.0011 -0.98
O 1.62223 1.28793 0.79212 -0.0755 -0.0718 0.0343 -0.62
H 2.95391 4.51122 1.25106 -0.0009 0.0127 -0.0003 0.46
H 3.07727 3.51626 -0.22472 0.0021 0.0059 0.0101 0.36
H 3.73962 2.89427 1.31619 -0.0160 0.0042 0.0044 0.40
H 1.46793 3.76669 3.32614 -0.0106 0.0022 -0.0135 0.52
H 2.29549 2.16576 3.29887 -0.0076 0.0017 0.0057 0.48
H 0.50517 2.26628 3.31216 0.0023 -0.0160 0.0163 -0.08
C 3.57326 -0.76064 -0.76831 0.0337 0.0281 0.0061 -1.44
C 2.81080 -1.30716 0.43179 -0.0696 0.0243 -0.0964 1.33
C 3.35538 -2.65579 0.87323 -0.0442 -0.0092 -0.0103 -1.55
O 1.44391 -1.48251 0.09637 -0.0487 -0.2245 0.1214 -0.33
H 4.63081 -0.61266 -0.53887 -0.0036 0.0085 -0.0025 0.40
H 3.15403 0.20115 -1.07824 0.0191 -0.0020 0.0038 0.17
H 3.49705 -1.45647 -1.60597 -0.0112 -0.0118 0.0025 0.34
H 2.92320 -0.60045 1.26175 0.0076 0.0033 -0.0222 -0.34
H 3.19912 -3.39656 0.08652 -0.0017 0.0088 -0.0014 0.33
H 2.84214 -2.99882 1.77217 0.0137 -0.0065 -0.0024 0.26
H 4.42406 -2.59700 1.08474 0.0056 0.0147 0.0096 0.43
```
Forces are in eV/Å.

Computed properties:
Net charge   +1
Maximum force   0.00638 Eh/bohr
Kohn-Sham gap   7.652 eV
HOMO level   -0.3724 Ha
Relative energy (zero: lowest compared OMol25 entry of this formula, charge and spin)   0.000 eV

=====

The highest maximum force belongs to which entry? C27H51F2N2O3Si